DFT (ωB97M-V with the def2-TZVPD basis set) results for a molecular structure, C17H14IrN7O7S3.

XYZ file:
```
49
Properties=species:S:1:pos:R:3
Ir -0.717 -0.769 -0.181
C 2.062 -4.389 0.230
C 1.212 -3.244 -0.195
N 0.444 -2.568 0.559
N 0.272 -2.815 1.903
C -0.912 -2.344 2.390
N -1.074 -2.273 3.691
S -2.193 -1.907 1.323
C 1.177 -2.766 -1.604
C 1.996 -3.282 -2.585
C 1.900 -2.774 -3.877
C 0.988 -1.775 -4.144
C 0.194 -1.300 -3.109
N 0.285 -1.787 -1.874
H 1.762 -4.754 1.209
H 3.109 -4.080 0.275
H 1.984 -5.204 -0.487
H 1.104 -2.701 2.475
H -0.318 -2.434 4.339
H -1.898 -1.807 4.043
H 2.708 -4.060 -2.352
H 2.538 -3.161 -4.659
H 0.884 -1.351 -5.132
H -0.521 -0.504 -3.263
O -0.799 0.721 2.602
S 0.588 0.868 2.235
O 1.562 0.608 3.257
O 0.897 -0.018 1.034
C 0.837 2.528 1.635
C 1.468 3.375 2.530
C 1.648 4.720 2.229
C 1.190 5.226 1.029
C 0.562 4.387 0.119
C 0.385 3.042 0.405
S -0.349 2.111 -0.921
O -1.348 1.172 -0.216
O -1.062 3.015 -1.766
O 0.652 1.259 -1.535
H 1.819 2.970 3.468
H 2.143 5.366 2.941
H 1.318 6.274 0.792
H 0.197 4.771 -0.823
O -3.098 0.057 -2.448
N -3.485 1.182 -2.271
C -4.084 1.742 -1.278
C -4.395 0.958 -0.118
N -4.612 0.324 0.814
C -4.386 3.138 -1.339
N -4.636 4.257 -1.348
```

## Properties
HOMO energy (alpha / beta) = -0.4250 / -0.4485 Ha
HOMO-LUMO gap (alpha / beta) = 7.30 / 6.40 eV
energy above the lowest of the compared OMol25 structures with the same formula, charge and spin = 0.0 kcal per mole
total energy = -77951.0890 eV
total charge = +1
2S+1 = 6

Results of the Löwdin charge analysis, in e, for atoms 1 through 5: number 1, Ir, carries 1.40; number 2, C, carries 0.02; number 3, C, carries -0.21; number 4, N, carries -0.10; number 5, N, carries 0.04